This record from OMol25 describes a 13-piece molecular cluster, C33H67N13O7 overall. The level of theory is ωB97M-V/def2-TZVPD.

Structure (XYZ):
```
120
Properties=species:S:1:pos:R:3:forces:R:3:mulliken_charge:R:1
O 18.95956 17.60077 10.58600 -1.3 0.0 -0.2 -0.644
O 11.65660 9.89947 14.71695 1.5 0.0 0.1 -0.675
O 13.36758 12.87420 11.65176 0.4 -1.1 -0.9 -0.731
O 15.67856 11.06871 8.80022 2.0 -0.7 0.9 -0.547
O 12.64110 19.28328 13.83912 0.8 -0.7 -0.1 -0.697
O 10.48425 21.09374 8.48748 1.0 -0.2 -0.5 -0.610
O 15.85262 17.26466 15.09445 0.8 -0.8 0.5 -0.487
N 9.16644 14.49848 6.36739 -0.1 0.0 0.1 -0.417
N 12.85019 14.80156 12.63477 0.4 0.1 0.0 0.907
N 16.94321 18.38987 11.26676 -0.9 -0.1 -0.6 0.138
N 17.41540 11.05037 10.33819 -0.1 -0.9 -1.4 0.208
N 15.09999 15.88935 8.60787 -1.7 -2.5 -0.6 -0.526
N 10.87503 11.93350 14.99460 1.3 0.6 -0.1 0.155
N 14.13652 20.59762 14.85656 1.9 -0.9 -0.2 0.222
N 16.52605 13.17586 14.64748 -0.6 0.3 -0.6 -0.396
N 14.54331 7.46852 9.96662 -0.8 1.4 0.2 -0.471
N 6.68136 17.12245 12.47217 0.0 0.1 0.0 -0.467
N 16.80904 17.10300 17.17288 0.1 -0.7 -1.1 0.237
N 11.47218 19.05314 8.38154 0.2 -0.3 -0.6 0.169
N 9.75732 16.57956 14.35228 0.3 -1.9 0.7 -0.449
C 10.02790 13.93162 8.76504 -0.7 -0.1 -0.3 -0.201
C 18.32034 12.47007 16.42204 0.3 0.9 -0.5 -0.994
C 17.41985 18.99307 12.48453 -1.5 -0.5 0.5 -0.801
C 13.66928 13.75552 12.42564 -1.1 0.3 0.4 0.093
C 7.43987 14.70798 13.24088 -0.1 1.6 -0.1 -0.354
C 17.73209 17.67419 10.43429 2.0 0.4 0.6 0.072
C 16.71570 16.79226 15.83520 -1.0 1.4 0.7 -0.091
C 13.79419 19.40268 14.26244 -2.1 1.9 0.2 0.636
C 11.63284 14.96553 11.89724 0.2 -0.3 -1.0 -0.594
C 11.89852 11.09410 14.86079 -0.8 -1.5 -0.7 0.289
C 9.54997 11.39256 15.12200 -0.6 1.2 0.2 -0.902
C 18.03605 16.61605 17.89348 -2.4 0.0 -0.1 -0.830
C 9.51190 14.23959 7.43066 0.2 0.0 0.0 0.126
C 13.28590 21.76506 14.97608 0.8 0.3 -0.3 -1.010
C 12.61574 18.25189 7.90035 -0.3 0.8 0.9 -0.743
C 15.48536 20.75710 15.41599 -0.3 -0.5 0.8 -0.891
C 14.52645 14.89402 8.36318 1.8 2.3 0.7 0.568
C 11.40688 20.37401 8.11277 -1.0 0.2 0.6 0.186
C 13.98912 8.45651 10.22448 0.8 -1.6 -0.1 0.083
C 16.81785 10.66338 9.15457 -1.5 1.5 -0.2 -0.035
C 13.92208 13.61811 7.98734 0.1 0.5 -0.3 -0.642
C 17.31276 12.87644 15.41691 1.0 -0.8 1.0 0.494
C 15.78190 17.93841 17.85293 1.1 0.4 0.9 -0.927
C 16.67868 11.98534 11.24164 1.3 -1.6 -1.6 -0.439
C 13.14781 15.86844 13.53014 0.4 0.9 0.8 -0.797
C 9.52851 19.00817 13.41543 0.6 -1.1 0.0 -0.662
C 11.09660 13.32527 15.25934 -1.1 1.3 0.7 -0.684
C 9.69390 17.63119 13.93546 -0.3 2.5 -0.7 0.368
C 10.43036 18.41177 9.18472 1.2 -1.3 -0.3 -0.577
C 13.41067 9.71426 10.66561 -0.1 0.3 -0.1 0.127
C 15.48533 18.31193 11.17722 0.2 -0.1 -1.2 -0.278
C 7.00447 16.07403 12.80631 0.2 -1.2 0.0 0.167
C 18.83986 10.78546 10.65960 -1.3 0.8 1.2 -0.890
H 10.23428 19.10469 12.58063 -0.3 0.2 0.2 0.091
H 9.20465 11.73018 16.11125 -0.4 -0.4 -0.2 0.307
H 9.58128 14.59614 9.49086 0.0 0.3 0.2 0.168
H 15.34806 21.05717 16.47011 0.3 -0.2 -0.2 0.363
H 15.24002 17.82278 10.22327 0.0 0.3 0.2 -0.061
H 9.82549 19.70249 14.20594 -0.3 0.0 -0.3 0.255
H 17.88163 12.55001 17.41768 0.2 0.1 -0.1 0.276
H 13.18707 13.82826 7.21433 0.0 -0.2 -0.2 0.363
H 16.17227 21.49108 14.97856 -0.6 0.2 -0.5 0.322
H 16.71770 19.79324 12.71885 0.3 0.6 -0.2 0.285
H 8.27015 14.90273 13.92128 -0.2 -0.4 0.2 0.044
H 15.00659 17.70394 11.93766 0.2 -0.1 0.5 0.113
H 19.20650 13.13024 16.30235 -0.6 -0.2 0.3 0.278
H 17.50897 16.11337 15.48508 -0.1 0.1 0.0 0.375
H 16.01690 19.79851 15.36956 -0.3 0.1 0.1 0.074
H 9.64233 19.08071 9.43126 -0.3 0.8 0.1 0.332
H 12.29848 17.38380 7.34292 -0.2 -0.3 -0.1 0.290
H 12.42092 15.84453 14.35249 0.2 0.2 0.0 0.141
H 13.53535 9.80784 11.74348 0.2 0.1 0.0 0.158
H 12.29599 20.70151 7.53932 -0.3 0.3 0.0 0.264
H 14.17746 15.81739 13.93470 -0.5 -0.1 -0.2 0.159
H 7.79148 14.11864 12.41004 0.1 0.0 -0.4 0.214
H 10.46315 13.52010 16.16326 0.6 0.5 -0.6 0.359
H 13.02329 16.84612 13.02648 0.1 -0.3 0.2 -0.013
H 14.54434 18.60148 14.23282 0.0 0.4 0.1 0.081
H 19.35164 11.76078 10.65266 0.3 -0.5 -0.4 0.317
H 15.63803 11.87396 10.93814 0.0 0.4 0.7 -0.229
H 17.63098 16.11809 18.79011 0.7 0.0 -0.2 0.329
H 12.33463 9.79354 10.48290 0.2 -0.2 -0.2 0.359
H 14.53859 13.72533 13.08230 0.4 0.1 0.0 0.427
H 8.90160 11.86059 14.35470 0.1 -0.4 0.3 0.205
H 13.44454 13.14034 8.82279 -0.2 -0.1 0.5 -0.009
H 12.37962 21.65502 14.40134 -0.2 -0.1 -0.1 0.313
H 17.34785 10.03710 8.39624 0.3 0.1 1.1 0.348
H 11.49779 14.10956 11.23948 0.0 -0.1 0.1 0.025
H 12.14306 13.67255 15.47780 -0.8 -0.9 -0.3 0.324
H 13.07060 22.01026 16.02127 -0.1 -0.3 0.0 0.296
H 9.97723 17.56901 8.62836 0.3 0.3 0.2 0.249
H 18.44196 19.30325 12.52163 0.5 0.0 -0.4 0.351
H 14.70144 12.95056 7.63038 0.0 -0.1 -0.1 0.279
H 13.88033 22.61156 14.59076 -0.4 -0.1 0.0 0.337
H 10.70670 13.95646 14.43155 0.2 -0.3 0.5 0.035
H 18.69346 11.46714 16.26436 -0.3 -0.3 -0.2 0.345
H 18.94123 10.43177 11.71824 -0.3 0.1 -0.8 0.256
H 10.77830 15.07595 12.54448 -0.3 0.1 0.3 -0.046
H 18.56117 15.91548 17.23500 -0.1 0.2 0.3 0.190
H 8.49259 19.08955 13.08008 0.1 0.3 0.1 0.382
H 16.99258 11.62729 12.20576 -0.7 0.2 0.8 0.294
H 10.90241 18.00790 10.10797 -0.4 0.2 -0.4 -0.036
H 13.29693 18.83884 7.27446 -0.4 0.1 0.0 0.281
H 17.16696 18.27988 13.25992 0.6 -0.3 0.6 0.169
H 16.22341 18.93998 18.04202 -0.1 -0.5 0.2 0.323
H 19.24864 10.02736 10.01864 0.3 0.0 -0.5 0.321
H 11.71895 15.85190 11.26591 -0.1 0.2 0.0 0.324
H 13.94768 10.50749 10.13032 -0.3 0.0 0.3 -0.281
H 11.09246 14.02515 8.75915 0.7 0.2 0.1 -0.092
H 15.03494 19.31145 11.19275 0.1 -0.1 0.0 0.225
H 9.56337 10.31024 15.04390 0.0 0.2 0.0 0.348
H 15.47780 17.48971 18.82791 0.5 0.2 -0.7 0.367
H 6.60141 14.20552 13.69732 -0.1 -0.1 0.3 0.453
H 17.10204 12.96156 11.06494 -0.3 0.6 0.1 0.363
H 18.66147 17.44949 18.15630 0.4 0.3 0.2 0.326
H 13.19326 17.97360 8.77578 0.2 -0.5 0.0 0.166
H 9.78147 12.91809 9.04711 -0.1 -0.3 0.0 0.433
H 17.24260 17.18973 9.58720 -0.4 0.0 0.0 0.419
H 14.86076 18.16364 17.32298 0.3 -0.7 -0.7 0.220
H 12.89116 11.57813 14.82784 -0.1 -0.3 0.1 0.271
```
Forces are in eV/Å.

Values from the calculation:
Multiplicity: 1
Lowest unoccupied orbital energy, eV: -0.20
Highest occupied orbital energy, eV: -9.0

***

This record from OMol25 describes a 4-piece molecular cluster, C3H11NO4 overall. The level of theory is ωB97M-V/def2-TZVPD.

Structure (XYZ):
```
19
Properties=species:S:1:pos:R:3:forces:R:3:nbo_charge:R:1
O -1.22146 1.86582 -0.34487 -0.4 -2.4 0.1 -0.351
O 1.93449 0.85437 1.75905 0.5 -0.1 0.4 -0.437
O -0.80718 1.54596 2.42620 -0.5 -0.5 0.5 -0.934
O 0.48401 -1.88315 -2.57019 0.3 -0.1 -0.9 -0.431
N -0.69433 -1.73095 -0.13077 0.5 1.2 0.2 -0.717
C -0.56000 -0.38843 0.26118 0.3 -2.4 -1.0 0.019
C -1.19708 0.62679 -0.56786 -2.9 4.6 -0.4 0.299
C 0.56440 0.34759 -0.65399 4.0 -1.2 0.7 -0.687
H -0.14725 -2.01960 -0.95257 -0.8 -0.1 0.5 0.425
H 0.73406 0.63155 -1.69802 -1.4 0.0 -0.1 0.344
H -0.90766 2.14409 1.67698 0.5 0.1 0.1 0.489
H 1.30863 -0.46949 -0.64390 -0.2 -0.1 0.1 0.291
H 2.71702 0.63290 2.30569 -0.1 0.1 0.0 0.452
H -1.92971 0.25545 -1.28136 0.5 -0.4 -0.6 0.258
H 0.06482 1.13168 2.46489 0.1 0.8 -0.1 0.480
H 0.98525 1.13677 -0.04931 -0.3 0.2 0.0 0.302
H 0.75026 -2.27710 -3.43226 -0.1 0.1 0.4 0.462
H -0.55873 -0.14456 1.31658 0.0 0.2 0.0 0.310
H -1.51954 -2.25969 0.11453 0.2 0.0 0.3 0.424
```
Forces are in eV/Å.

Values from the calculation:
Charge: +1
Multiplicity: 2
Expectation value of S²: 1.771
Lowest unoccupied orbital energy (spin up / spin down), eV: -6.54 / -7.87
ΔE to the lowest compared entry with this formula, charge and spin, kcal per mole: 199.2
Highest occupied orbital energy (spin up / spin down), eV: -14.6 / -14.6

***

This record from OMol25 describes C39H66AsMgN3P2SSi2 as an isolated structure. The level of theory is ωB97M-V/def2-TZVPD.

Structure (XYZ):
```
115
Properties=species:S:1:pos:R:3:forces:R:3:mulliken_charge:R:1
As -1.92190 -1.86158 0.42092 -0.3 0.1 0.2 -0.417
S -2.73943 2.11841 -0.35073 0.2 0.2 -0.2 -0.228
P 0.83064 2.28679 -0.47860 0.0 0.0 0.2 -0.060
P 1.22550 -2.62244 -1.08938 -0.1 0.1 0.2 1.023
Si -2.82546 -1.36151 2.50268 0.0 -0.1 0.0 0.206
Si -3.79111 -1.50327 -0.92807 0.0 -0.2 -0.1 0.830
Mg -0.10564 -0.17153 0.05792 0.6 0.3 -0.4 1.759
N -3.35055 2.90988 -2.78378 0.1 0.0 0.1 -0.406
N 1.87595 -0.27369 0.55143 0.0 -0.1 0.7 -0.096
N -4.67928 3.81195 -1.18342 0.0 -0.1 0.3 0.023
C 3.56445 2.95432 -0.08715 -0.2 0.0 0.0 -0.575
C 2.83329 0.71986 0.57433 -0.2 -0.4 0.0 -0.417
C -4.27259 -2.51194 2.83208 -0.1 -0.1 0.0 -1.154
C 2.00670 -1.46390 1.31434 0.2 0.2 -0.3 -0.785
C 2.00602 -5.14522 3.61251 0.0 0.1 0.0 -1.839
C 2.34252 -1.47205 2.67665 0.0 0.0 -0.1 0.264
C 2.34815 -2.64748 3.40450 0.0 0.0 0.0 -0.989
C -6.90970 5.72822 1.01547 0.0 0.0 0.0 -0.603
C 2.86459 -2.91288 -1.91204 0.0 0.2 -0.1 0.369
C 2.54919 1.99529 0.01456 0.0 0.0 -0.1 0.763
C 1.99808 -3.86345 2.81571 0.0 0.0 0.1 0.296
C 1.65603 -3.85354 1.47324 -0.1 0.0 -0.1 -0.417
C -5.29027 4.22763 0.03275 0.1 0.0 -0.1 0.335
C -3.63877 2.98642 -1.45321 0.0 0.0 0.0 -0.037
C 4.85375 2.74013 0.36338 0.1 0.0 0.1 0.242
C 1.03508 5.06978 0.39155 0.0 0.0 0.0 -1.561
C 1.92854 3.55621 -2.84169 0.0 0.0 -0.1 -1.619
C -0.71482 -4.07067 -2.46991 0.1 -0.1 0.0 -1.094
C -5.71695 4.18060 2.39416 0.0 0.0 0.0 -0.631
C 2.67225 -2.87823 -3.43138 0.0 0.0 0.0 -1.370
C -5.15921 -0.31846 -0.43878 -0.1 0.2 0.2 -0.624
C 0.31562 -4.23120 -1.34395 0.0 0.0 -0.3 0.377
C -6.23464 5.24804 -0.09258 0.0 0.0 0.0 -0.492
C 0.77811 2.72648 -2.27718 0.1 -0.2 -0.1 0.806
C -3.41704 0.39595 2.76567 -0.1 0.2 0.0 -0.314
C -6.65204 5.19655 2.27244 0.0 0.0 0.0 -0.549
C 4.15109 0.51568 1.04054 0.0 0.0 0.0 -0.839
C 0.12475 3.31821 1.94804 0.1 0.0 -0.1 -1.371
C 0.25709 3.76069 0.48545 0.1 -0.1 0.1 0.846
C -4.64840 -3.17083 -1.05007 -0.1 -0.2 0.1 -1.258
C 5.11818 1.49483 0.93710 0.0 0.0 0.0 -1.070
C 3.89852 -1.87370 -1.48428 0.0 0.0 -0.1 -1.208
C -3.19519 -1.07342 -2.66396 0.0 0.0 -0.2 -0.647
C 5.91535 3.80907 0.24191 -0.1 -0.1 0.0 -1.626
C -1.48250 -1.73430 3.75246 0.1 0.0 0.1 -0.859
C 0.65803 1.40985 -3.06080 0.1 0.1 0.1 -1.138
C 1.16459 -5.48148 -1.57627 0.0 -0.1 0.0 -1.960
C -5.03284 3.68686 1.28872 0.0 0.0 0.0 0.445
C 1.67076 -2.68887 0.70066 0.1 0.1 0.0 0.333
H 4.11789 -1.93998 -0.41865 0.0 0.0 0.0 0.210
H 1.60493 -4.98912 4.61614 0.0 0.0 0.0 0.395
H 5.68287 4.68074 0.85968 0.0 0.0 0.0 0.308
H -0.24425 -4.34750 -0.41791 -0.1 0.0 0.1 0.584
H -4.00226 -0.64206 -3.27067 0.1 -0.1 0.1 0.443
H -6.44102 5.67000 -1.07251 0.0 0.0 0.1 0.305
H -2.61239 1.12017 2.59208 -0.1 -0.1 0.0 -0.136
H -1.84344 -1.61539 4.78180 0.1 0.0 -0.1 0.444
H -5.51001 3.74939 3.36650 0.0 0.0 0.0 0.412
H 0.56296 1.59690 -4.13394 0.0 0.0 0.0 0.613
H -5.19312 -3.38482 -0.12192 0.1 0.0 -0.1 0.277
H 3.21913 -3.89905 -1.61133 0.0 -0.1 0.0 0.442
H -1.36160 -4.95362 -2.52305 0.1 0.1 0.0 0.474
H -4.03583 -3.51683 2.46962 0.0 0.1 0.1 0.288
H -1.34751 -3.19964 -2.30393 0.0 0.0 0.1 -0.101
H 6.88684 3.43000 0.56200 0.0 0.0 0.0 0.389
H 3.61132 -3.11980 -3.94033 -0.1 0.0 0.0 0.451
H -5.17906 -2.17450 2.31796 0.1 -0.1 0.0 0.282
H 3.55309 -0.85735 -1.69102 0.0 0.0 0.0 0.001
H -5.07826 4.26688 -1.98552 -0.1 0.1 -0.1 0.194
H 2.59700 -2.61895 4.46204 0.0 0.0 -0.1 0.342
H -2.83348 -1.97964 -3.16693 -0.1 0.2 0.0 0.406
H -4.23531 0.63412 2.07440 0.1 0.0 0.1 -0.079
H -5.36562 -3.19036 -1.87958 0.0 0.0 0.1 0.355
H -1.13337 -2.76422 3.62042 0.0 0.1 0.1 0.144
H 4.41051 -0.44006 1.47535 0.0 0.0 0.0 0.302
H -5.59187 -0.60168 0.52730 0.0 0.0 -0.1 0.262
H 1.74373 3.75422 -3.90211 0.0 0.0 0.0 0.469
H -2.72307 2.17202 -3.05213 0.0 0.0 0.0 0.188
H 2.36441 -1.87655 -3.74970 0.0 -0.1 0.0 0.139
H 6.01877 4.15915 -0.78821 0.0 0.0 0.0 0.333
H 1.35794 -4.79240 1.01943 0.0 0.0 0.0 0.163
H -4.83172 0.72334 -0.37110 -0.1 -0.3 0.0 -0.039
H 1.64950 -5.45705 -2.55715 0.0 0.0 0.1 0.324
H -0.27787 4.12849 2.56042 0.0 0.0 0.0 0.551
H -3.77933 0.52179 3.79364 0.0 0.0 -0.1 0.524
H 3.34336 3.91086 -0.54515 0.0 0.0 0.0 0.629
H -0.74515 3.92748 0.09199 -0.1 0.0 0.0 0.210
H 1.40899 -5.91780 3.12491 0.0 0.0 0.0 0.369
H -3.91881 -3.97294 -1.19943 -0.1 0.1 0.0 0.277
H 2.87255 3.01231 -2.76214 0.0 0.0 0.0 0.333
H 2.04351 4.97611 0.79494 0.0 0.0 0.0 0.288
H -3.99994 3.23556 -3.47890 -0.1 0.0 0.0 0.209
H -7.17606 5.56867 3.14292 0.0 0.0 0.0 0.393
H -0.61460 -1.07929 3.61342 -0.1 -0.1 0.0 0.129
H -7.63841 6.52096 0.89269 0.0 0.0 0.0 0.357
H -2.36733 -0.35932 -2.62320 0.0 0.0 -0.1 -0.388
H 1.55064 0.79339 -2.90779 0.0 0.0 0.0 0.232
H -4.31401 2.89118 1.40773 -0.1 0.1 0.0 -0.114
H -0.20700 0.82034 -2.74334 0.0 0.0 0.0 -0.190
H 3.02252 -5.53250 3.72297 0.0 0.0 0.0 0.343
H -5.95092 -0.39326 -1.19463 0.0 0.0 0.1 0.402
H 1.94508 -5.61884 -0.82503 -0.1 0.0 0.0 0.386
H -0.22802 -3.95703 -3.44489 -0.1 0.0 0.1 0.253
H 1.10058 3.03642 2.35606 0.0 0.0 0.0 0.259
H 1.91420 -3.58424 -3.77798 0.1 0.0 0.0 0.317
H 2.04666 4.51726 -2.34209 0.0 0.0 0.0 0.274
H 4.83304 -2.03186 -2.03304 -0.1 0.0 0.0 0.566
H 6.12138 1.28022 1.29641 -0.1 0.0 0.0 0.340
H -0.54773 2.46264 2.04927 0.0 0.0 0.0 0.062
H 2.58041 -0.53144 3.15810 0.0 0.0 0.0 0.570
H 0.52048 -6.36775 -1.55400 0.1 0.1 0.0 0.459
H -4.49464 -2.57407 3.90424 0.0 0.0 -0.1 0.398
H 0.51733 5.82508 0.98892 0.0 0.0 0.0 0.459
H 1.09594 5.44851 -0.63024 0.0 0.0 0.0 0.336
H -0.15602 3.28537 -2.38394 -0.1 0.0 0.0 0.517
```
Forces are in eV/Å.

Values from the calculation:
Multiplicity: 1
Lowest unoccupied orbital energy, eV: 0.07
ΔE to the lowest compared entry with this formula, charge and spin, kcal per mole: 0.2
Highest occupied orbital energy, eV: -6.5

***

Number 1: E -2536.03553 Eh, strongest force on any atom 3.05 eV Å⁻¹. Number 2: E -476.01095 Eh, strongest force on any atom 5.42 eV Å⁻¹. Number 3: E -5785.87764 Eh, strongest force on any atom 0.77 eV Å⁻¹.